# C25H30IIrN4O2S

A molecular structure, C25H30IIrN4O2S (ωB97M-V with the def2-TZVPD basis set, OMol25).

Its spin multiplicity is 2. The value obtained for the HOMO-LUMO gap (spin up / spin down) is 7.6 / 7.2 eV. The calculation puts the electronic energy at -2140.155599 Ha. The expectation value of S² is 0.76. The net charge is +1. The HOMO energy (spin up / spin down) comes out at -10.8 / -10.8 eV.

```
64
Properties=species:S:1:pos:R:3:mulliken_spin:R:1
O 2.5087 -2.4145 1.8054 0.011
C 0.8607 -2.3412 4.6375 0.000
H -2.0819 -1.6143 -3.6596 0.001
C 1.3028 1.0045 -4.1867 -0.001
H 2.0455 -0.6661 5.3438 0.000
H 2.2478 5.2732 -1.6348 0.000
H 0.8609 -2.9806 3.7530 0.000
C -0.5375 -1.8056 4.8931 -0.001
H -0.1656 -6.1615 0.0310 0.000
H 1.7097 -4.6371 0.5607 0.000
H -2.6129 1.5806 -0.9803 0.000
C 1.1050 3.6428 -0.7619 0.027
C -1.6518 -4.6179 0.1972 0.001
C 0.4677 -2.9038 0.7288 0.005
H -4.7986 0.3197 -2.2353 0.000
C -0.2105 4.4241 -0.6360 -0.005
C -1.8995 -3.2765 0.4498 0.003
C -0.8347 -2.4223 0.6982 0.000
H 2.7763 -1.5928 4.0177 0.000
C 1.6406 -2.0141 1.0472 -0.001
C 1.1464 2.7593 -2.0056 -0.037
H -4.0756 1.2493 -3.5677 0.000
N -2.7308 0.0599 -2.4755 0.002
C 0.4231 2.0850 -4.2015 0.002
N -0.8742 -0.8243 3.8597 0.005
C 0.3405 2.9518 -3.1227 -0.006
I -3.2415 -5.8892 -0.2434 0.000
O 1.6664 -0.8500 0.4707 0.018
H -1.8414 -0.6065 3.6830 0.000
H 1.1841 -2.9387 5.4878 0.000
C -0.3554 -5.1147 0.2250 -0.001
C 1.8431 -1.2057 4.4159 -0.001
H -1.0325 -1.3720 0.8756 -0.007
H 0.1969 -1.3015 -2.1420 0.001
C -4.0569 0.3035 -3.0303 0.001
S -0.5983 1.0801 2.0622 0.018
H -2.9138 -2.8992 0.4532 0.000
C -0.7216 -0.7403 -2.1368 0.002
H -0.6176 -1.3429 5.8793 0.000
C 2.0509 1.6906 -2.0082 0.002
C 0.6974 -4.2580 0.5096 0.000
H 1.3551 0.3323 -5.0327 0.000
H 2.8473 0.0085 -3.0830 0.001
H 2.8217 1.6349 -1.2439 -0.001
H 1.4627 3.0952 1.3561 0.007
C 1.1196 2.6881 0.3997 -0.071
H -0.3189 4.8201 0.3750 -0.003
H -4.2970 -0.5013 -3.7184 0.000
C 0.0214 -0.1116 3.1917 0.001
H -0.3591 3.7773 -3.1542 0.000
Ir 0.6554 0.9551 0.1240 0.997
H -0.2156 5.2667 -1.3284 -0.001
H -1.2709 -2.6077 4.8338 0.000
C -1.8399 -0.9040 -2.8886 0.001
N 1.3035 -0.2631 3.4324 0.001
N -0.9217 0.3116 -1.2702 0.036
H 1.9429 0.2168 2.8177 -0.004
C 2.1271 0.8165 -3.0961 0.004
C -2.1389 0.7660 -1.5034 -0.011
H -1.0685 3.7814 -0.8380 0.007
C 2.2810 4.6364 -0.7499 -0.004
H -0.1965 2.2598 -5.0724 0.000
H 3.2390 4.1148 -0.7434 0.002
H 2.2282 5.2733 0.1353 0.000
```